A molecular structure, C16H32FInNO4 at a distorted geometry. Source: the OMol25 dataset; level of theory: the ωB97M-V functional and the def2-TZVPD basis.

Geometry (Å):
1 C 1.093 -4.108 1.925
2 C 0.051 -5.164 1.313
3 C -1.354 -4.525 0.857
4 O -1.509 -3.131 1.205
5 C -1.569 -2.332 -0.014
6 In -1.128 -0.126 0.403
7 C -1.257 0.371 2.641
8 C -0.006 1.336 2.952
9 C 0.130 1.759 4.484
10 F 0.214 0.637 5.390
11 C 0.957 0.301 -0.349
12 C 1.039 1.278 -1.609
13 N 2.446 1.407 -2.175
14 C 2.878 0.147 -2.845
15 C 3.840 -0.777 -1.925
16 C 2.322 2.514 -3.162
17 C 1.769 2.293 -4.660
18 O 2.619 3.699 -2.853
19 C -2.769 1.070 -0.590
20 O -3.762 1.394 0.474
21 C -4.192 2.729 0.358
22 C -3.303 4.021 0.630
23 O -5.388 2.926 0.011
24 H 0.618 -3.307 2.578
25 H 1.696 -3.664 1.061
26 H 1.821 -4.700 2.580
27 H 0.530 -5.622 0.378
28 H -0.180 -5.999 2.068
29 H -1.500 -4.724 -0.263
30 H -2.192 -5.125 1.380
31 H -0.770 -2.712 -0.750
32 H -2.595 -2.439 -0.540
33 H -2.198 1.010 2.799
34 H -1.277 -0.575 3.277
35 H 0.953 0.807 2.644
36 H -0.107 2.317 2.352
37 H -0.702 2.454 4.856
38 H 1.122 2.334 4.601
39 H 1.585 0.730 0.503
40 H 1.425 -0.701 -0.635
41 H 0.783 2.334 -1.225
42 H 0.266 1.003 -2.403
43 H 3.528 0.447 -3.748
44 H 1.996 -0.440 -3.264
45 H 3.824 -0.468 -0.829
46 H 4.903 -0.778 -2.367
47 H 3.457 -1.853 -2.050
48 H 0.973 3.050 -4.949
49 H 1.369 1.223 -4.810
50 H 2.656 2.383 -5.389
51 H -3.330 0.342 -1.290
52 H -2.431 1.997 -1.160
53 H -4.004 4.853 0.979
54 H -2.767 4.291 -0.338
55 H -2.577 3.814 1.497

Computed properties:
Max |F| (hartree/bohr): 0.084
Lowest unoccupied orbital energy (eV): 2.6
Net charge: -1
HOMO energy (eV): -4.81

Löwdin atomic charge list, values in e, 4 entries:
1. C -0.121
2. C -0.223
3. C -0.262
4. O -0.296


3 unconnected molecules or ions with the total composition C16H32F9N2P at a distorted geometry. Source: the OMol25 dataset; level of theory: the ωB97M-V functional and the def2-TZVPD basis.

Geometry (Å):
1 F 4.015 2.255 0.863
2 C 2.644 1.936 0.793
3 F 2.301 1.863 -0.543
4 F 2.528 0.664 1.401
5 C 1.831 2.974 1.682
6 F 2.742 4.012 2.016
7 F 1.489 2.400 2.933
8 C 0.579 3.692 1.018
9 F 0.313 4.817 1.862
10 F 0.867 4.288 -0.239
11 C -0.794 2.866 0.968
12 F -1.529 3.247 2.132
13 F -1.531 3.296 -0.149
14 P -0.692 0.992 1.001
15 H 0.267 0.456 0.097
16 H -0.588 0.452 2.315
17 C 6.703 -4.093 -0.741
18 C 5.288 -3.569 -0.956
19 N 4.986 -2.359 -0.200
20 C 3.566 -2.020 -0.199
21 C 2.923 -1.650 -1.534
22 C 5.894 -1.234 -0.396
23 C 6.061 -0.693 -1.816
24 H 6.902 -4.269 0.319
25 H 6.828 -5.043 -1.267
26 H 7.458 -3.406 -1.130
27 H 4.602 -4.361 -0.637
28 H 5.124 -3.427 -2.033
29 H 3.390 -1.210 0.513
30 H 3.017 -2.876 0.213
31 H 3.204 -0.646 -1.854
32 H 1.833 -1.656 -1.433
33 H 3.175 -2.353 -2.329
34 H 6.882 -1.524 -0.025
35 H 5.595 -0.410 0.262
36 H 6.164 -1.487 -2.558
37 H 6.964 -0.079 -1.870
38 H 5.227 -0.053 -2.105
39 C -5.932 0.253 2.657
40 C -5.278 0.804 1.396
41 N -5.157 -0.171 0.319
42 C -4.297 0.281 -0.772
43 C -4.754 1.495 -1.580
44 C -6.390 -0.831 -0.093
45 C -7.541 0.049 -0.582
46 H -5.400 -0.628 3.024
47 H -5.909 1.010 3.445
48 H -6.979 -0.013 2.494
49 H -4.274 1.141 1.678
50 H -5.830 1.699 1.075
51 H -4.118 -0.552 -1.461
52 H -3.312 0.509 -0.350
53 H -5.562 1.243 -2.267
54 H -3.924 1.865 -2.189
55 H -5.080 2.320 -0.945
56 H -6.756 -1.429 0.750
57 H -6.162 -1.575 -0.864
58 H -7.691 0.930 0.046
59 H -8.473 -0.523 -0.566
60 H -7.388 0.376 -1.611

Computed properties:
SMILES string: FC(F)(F)C(F)(F)C(F)(F)C(F)(F)P.CCN(CC)CC.CCN(CC)CC
Max |F| (hartree/bohr): 0.067
Lowest unoccupied orbital energy (eV): 0.3
HOMO energy (eV): -8.06

Löwdin atomic charge list, values in e, 4 entries:
1. F 0.106
2. C -0.368
3. F 0.117
4. F 0.055


A molecular structure, CHN3O at a distorted geometry. Source: the OMol25 dataset; level of theory: the ωB97M-V functional and the def2-TZVPD basis.

Geometry (Å):
1 C 0.848 0.087 0.111
2 N -1.483 -0.662 0.612
3 N -1.408 0.341 -0.915
4 N -0.596 -0.091 -0.107
5 O 1.505 0.588 -0.742
6 H 1.134 -0.263 1.042

Computed properties:
Energy relative to the best compared isomer or geometry (same formula, charge and spin) (kcal/mol): 171.5
Max |F| (hartree/bohr): 0.064
Lowest unoccupied orbital energy (spin up / spin down) (eV): -1.1 / -1.1
HOMO energy (spin up / spin down) (eV): -9.43 / -9.74

Löwdin atomic charge list, values in e, 4 entries:
1. C -0.173
2. N 0.176
3. N 0.203
4. N -0.454


2 unconnected molecules or ions with the total composition C3H5O3 at a distorted geometry. Source: the OMol25 dataset; level of theory: the ωB97M-V functional and the def2-TZVPD basis.

Geometry (Å):
1 C -0.873 2.459 -0.690
2 C -0.034 -0.414 0.662
3 C 0.710 -1.646 0.470
4 O -0.351 0.390 -0.250
5 O -0.044 0.200 -1.508
6 O -0.606 2.179 -1.738
7 H -1.145 2.807 0.287
8 H -0.382 -0.094 1.637
9 H 0.176 -2.313 -0.217
10 H 0.908 -2.149 1.409
11 H 1.642 -1.420 -0.063

Computed properties:
Energy relative to the best compared isomer or geometry (same formula, charge and spin) (kcal/mol): 125.9
Max |F| (hartree/bohr): 0.048
Lowest unoccupied orbital energy (eV): -5.6
Net charge: +1
HOMO energy (eV): -14.51

Löwdin atomic charge list, values in e, 4 entries:
1. C 0.243
2. C -0.051
3. C 0.011
4. O -0.139


A gas-phase ion, C4H8NO (charge +1) at a distorted geometry. Source: the OMol25 dataset; level of theory: the ωB97M-V functional and the def2-TZVPD basis.

Geometry (Å):
1 C 1.093 -0.324 -0.030
2 C 2.367 0.380 -0.015
3 C -2.332 0.478 -0.359
4 C -1.300 -0.238 0.470
5 N 0.000 0.318 0.360
6 O 3.533 -0.032 -0.132
7 H 1.183 -1.453 -0.272
8 H 2.406 1.331 0.367
9 H -3.221 0.060 -0.050
10 H -2.555 1.478 -0.086
11 H -2.051 0.417 -1.424
12 H -1.265 -1.292 0.161
13 H -1.481 -0.132 1.499
14 H 3.624 -0.991 -0.488

Computed properties:
Energy relative to the best compared isomer or geometry (same formula, charge and spin) (kcal/mol): 61.7
Max |F| (hartree/bohr): 0.082
Lowest unoccupied orbital energy (eV): -6.7
Net charge: +1
HOMO energy (eV): -15.18

Löwdin atomic charge list, values in e, 4 entries:
1. C -0.054
2. C -0.026
3. C -0.043
4. C -0.253


2 unconnected molecules or ions with the total composition C6H10NO at a distorted geometry. Source: the OMol25 dataset; level of theory: the ωB97M-V functional and the def2-TZVPD basis.

Geometry (Å):
1 C -3.849 -0.944 0.091
2 C -2.858 -0.340 0.173
3 C 0.253 -0.800 -0.669
4 C 1.398 0.055 -0.470
5 C 2.627 -0.520 0.247
6 C -0.777 1.227 0.394
7 N 0.276 0.151 0.421
8 O -0.791 1.963 -0.702
9 H -4.870 -1.390 0.343
10 H -0.252 -0.683 -1.626
11 H 0.495 -1.794 -0.409
12 H 1.527 0.827 -1.200
13 H 2.552 -0.029 1.236
14 H 3.584 -0.225 -0.161
15 H 2.585 -1.537 0.341
16 H -0.899 1.608 1.350
17 H 0.400 -0.290 1.287
18 H -1.402 2.720 -0.645

Computed properties:
Energy relative to the best compared isomer or geometry (same formula, charge and spin) (kcal/mol): 109.4
Max |F| (hartree/bohr): 0.165
Lowest unoccupied orbital energy (spin up / spin down) (eV): -2.8 / -6.9
Net charge: +1
Spin multiplicity: 3
HOMO energy (spin up / spin down) (eV): -12.10 / -14.33

Löwdin atomic charge list, values in e, 4 entries:
1. C -0.016
2. C 0.044
3. C -0.027
4. C -0.232


What is the formula in the fourth record?
C3H5O3


Among the records above, which one has the highest max |F|?
C6H10NO


Which of these has the lowest max |F|?
C3H5O3